[1]
ORCA calculation (wB97M-V/def2-TZVPD) on an isolated ion of composition C5H6N3O2 and charge +1 in a non-equilibrium geometry.

Positions of all 16 atoms, in Å:
C (-1.028, -0.417, 0.260)
C (-1.561, 0.232, 1.575)
C (-0.589, 0.470, -0.890)
C (-2.473, 1.218, 1.621)
C (1.918, 0.116, -1.579)
N (1.039, -1.533, 1.133)
N (0.741, -0.052, -0.754)
N (0.418, -0.802, 0.373)
O (-1.083, 1.291, -1.600)
O (-3.257, 2.066, 1.558)
H (-1.574, -1.287, -0.014)
H (-1.209, -0.123, 2.489)
H (2.627, -0.669, -1.152)
H (1.585, 0.025, -2.618)
H (2.361, 1.148, -1.368)
H (2.084, -1.685, 0.966)

Output
Structure (SMILES): [H]/N=[N+]1/[C@@H](C=C=O)C(=O)N1C
Highest occupied orbital energy, eV: -13.49
Energy relative to the best compared isomer or geometry (same formula, charge and spin), eV: 2.935
Charge: +1
DFT total energy, eV: -13836.035
LUMO, eV: -5.68

[2]
ORCA calculation (wB97M-V/def2-TZVPD) on C18H26N2O3S2 in the gas phase.

Positions of all 51 atoms, in Å:
C (-6.474, -3.265, 2.025)
H (-7.444, -2.974, 1.628)
H (-6.282, -2.696, 2.930)
H (-6.501, -4.321, 2.277)
C (-5.372, -3.006, 1.000)
N (-5.314, -1.614, 0.609)
C (-4.587, -0.703, 1.264)
S (-4.500, 0.878, 0.805)
S (-3.710, -1.314, 2.684)
C (-2.835, 0.173, 3.245)
C (-1.532, 0.383, 2.493)
C (-0.565, -0.738, 2.754)
O (-0.772, -1.667, 3.491)
N (0.652, -0.675, 2.083)
C (1.154, 0.295, 1.235)
O (0.588, 1.306, 0.930)
O (2.368, -0.114, 0.844)
C (3.205, 0.590, -0.021)
C (2.931, 1.822, -0.591)
C (3.868, 2.396, -1.434)
C (5.074, 1.774, -1.723)
C (5.329, 0.537, -1.138)
C (4.409, -0.052, -0.296)
H (4.604, -1.010, 0.158)
H (6.256, 0.023, -1.340)
C (6.073, 2.423, -2.648)
C (6.303, 1.557, -3.889)
H (6.744, 0.602, -3.618)
H (5.360, 1.368, -4.398)
H (6.974, 2.062, -4.579)
C (7.392, 2.693, -1.922)
H (7.220, 3.303, -1.037)
H (7.862, 1.763, -1.611)
H (8.080, 3.221, -2.578)
H (5.660, 3.384, -2.974)
H (3.646, 3.357, -1.875)
H (2.003, 2.330, -0.387)
H (1.270, -1.459, 2.266)
H (-1.073, 1.328, 2.794)
H (-1.720, 0.462, 1.419)
H (-3.507, 1.018, 3.096)
H (-2.654, 0.002, 4.306)
C (-6.113, -1.220, -0.536)
C (-5.315, -1.302, -1.834)
H (-5.947, -1.029, -2.674)
H (-4.936, -2.310, -1.993)
H (-4.475, -0.615, -1.794)
H (-6.453, -0.193, -0.383)
H (-6.985, -1.876, -0.581)
H (-4.406, -3.299, 1.419)
H (-5.551, -3.597, 0.099)

Output
Structure (SMILES): CCN(CC)C(=S)SCCC(=O)NC(=O)Oc1ccc(C(C)C)cc1
Highest occupied orbital energy, eV: -8.10
Energy relative to the best compared isomer or geometry (same formula, charge and spin), eV: 0.000
Charge: 0
DFT total energy, eV: -49882.706
LUMO, eV: 0.67

[3]
ORCA calculation (wB97M-V/def2-TZVPD) on a 2-piece molecular cluster, C12H17N overall in a non-equilibrium geometry.

Positions of all 30 atoms, in Å:
C (2.237, -2.934, 0.195)
C (3.291, -1.895, 0.470)
C (2.278, -3.803, -1.044)
H (1.290, -2.393, 0.289)
H (2.291, -3.661, 1.019)
H (3.563, -1.115, -0.241)
H (3.028, -1.222, 1.332)
H (1.264, -4.166, -1.267)
H (4.197, -2.230, 1.005)
H (2.848, -4.715, -0.893)
H (2.565, -3.300, -1.976)
C (-0.952, 4.288, -0.173)
C (-2.344, 0.898, 0.440)
C (-1.188, 1.716, 0.170)
C (-1.592, 3.065, 0.308)
C (-2.936, 3.030, 0.835)
C (-1.157, -1.006, -0.287)
C (-2.336, -0.463, 0.213)
C (-0.082, -0.233, -0.679)
C (-0.066, 1.136, -0.383)
N (-3.308, 1.734, 0.923)
H (-1.125, -2.025, -0.633)
H (-3.118, -1.110, 0.580)
H (0.767, -0.733, -1.105)
H (0.807, 1.763, -0.564)
H (-4.195, 1.510, 1.345)
H (-3.666, 3.800, 1.000)
H (-0.197, 4.145, -0.947)
H (-0.466, 4.902, 0.595)
H (-1.695, 5.019, -0.524)

Output
⟨S²⟩: 0.77
Highest occupied orbital energy (spin up / spin down), eV: -12.98 / -13.23
Energy relative to the best compared isomer or geometry (same formula, charge and spin), eV: 0.933
Charge: +1
DFT total energy, eV: -14201.851
Spin multiplicity: 2
LUMO (spin up / spin down), eV: -3.85 / -6.93

[4]
ORCA calculation (wB97M-V/def2-TZVPD) on C31H31CoN6OS as an isolated structure.

Positions of all 71 atoms, in Å:
Co (0.193, -1.687, -0.157)
O (1.602, -4.358, -2.847)
C (0.994, -3.515, -2.155)
N (1.360, -2.903, -1.056)
C (2.631, -3.179, -0.458)
C (2.809, -2.209, 0.688)
C (3.993, -2.118, 1.406)
C (4.100, -1.222, 2.456)
C (3.006, -0.435, 2.766)
C (1.856, -0.566, 2.001)
N (1.751, -1.419, 0.973)
C (-0.390, -3.039, -2.534)
C (-1.060, -3.536, -3.640)
C (-2.336, -3.076, -3.914)
C (-2.904, -2.143, -3.062)
C (-2.175, -1.695, -1.972)
N (-0.933, -2.119, -1.713)
H (3.467, -3.082, -1.162)
H (2.686, -4.207, -0.070)
H (4.821, -2.760, 1.129)
H (5.023, -1.136, 3.017)
H (3.026, 0.282, 3.576)
H (0.979, 0.042, 2.183)
H (-0.548, -4.274, -4.244)
H (-2.885, -3.445, -4.773)
H (-3.903, -1.758, -3.225)
H (-2.580, -0.976, -1.272)
C (-0.412, -3.835, 4.500)
N (-0.874, -2.556, 4.006)
C (-1.083, -1.431, 4.786)
C (-1.430, -0.441, 3.948)
N (-1.431, -0.957, 2.664)
C (-1.094, -2.276, 2.685)
S (-0.988, -3.349, 1.412)
C (-1.809, -0.137, 1.534)
C (-2.899, 0.674, 1.695)
C (-3.174, 1.680, 0.772)
C (-2.217, 1.828, -0.289)
C (-1.164, 0.967, -0.403)
N (-0.933, -0.101, 0.456)
H (-0.917, -4.057, 5.440)
H (0.667, -3.825, 4.655)
H (-0.653, -4.593, 3.759)
H (-0.952, -1.434, 5.853)
H (-1.641, 0.597, 4.131)
H (-3.546, 0.512, 2.552)
H (-4.041, 2.318, 0.864)
H (-2.332, 2.617, -1.021)
H (-0.674, 1.177, -2.488)
C (1.536, 2.182, -0.038)
C (0.814, 2.320, -1.377)
C (1.862, 2.196, -2.495)
C (-0.161, 1.134, -1.523)
C (0.110, 3.667, -1.521)
C (-0.616, 3.947, -2.680)
C (-1.248, 5.165, -2.864)
C (-1.168, 6.148, -1.883)
C (-0.450, 5.888, -0.730)
C (0.184, 4.661, -0.553)
H (2.018, 1.204, 0.003)
H (0.837, 2.239, 0.800)
H (2.305, 2.949, 0.092)
H (2.402, 1.252, -2.390)
H (2.581, 3.018, -2.450)
H (1.395, 2.208, -3.482)
H (0.455, 0.229, -1.536)
H (-0.703, 3.187, -3.449)
H (-1.812, 5.346, -3.772)
H (-1.665, 7.101, -2.019)
H (-0.384, 6.639, 0.048)
H (0.722, 4.477, 0.366)

Output
⟨S²⟩: 1.17
Highest occupied orbital energy (spin up / spin down), eV: -1.51 / -2.30
Charge: -1
DFT total energy, eV: -92102.396
Spin multiplicity: 2
LUMO (spin up / spin down), eV: 2.67 / 2.66